DFT (ωB97M-V/def2-TZVPD) results for 3 unconnected molecules or ions with the total composition C19H45BrN6O4P3S in a non-equilibrium geometry.

## Properties
E_tot = -5375.8131 Ha
maximum force = 8.2 eV/Å
Kohn-Sham gap = 4.2 eV
net charge = +1

Element x y z (Å)
O: 0.93124 0.17725 3.01855
P: 0.13909 -1.20735 3.77261
Br: -2.14552 -1.05016 3.42448
S: 0.54631 -1.21434 5.92042
C: -1.08324 -1.73886 6.74672
O: -0.92505 -2.16844 8.14434
C: -0.36626 -3.52228 8.26126
C: 0.29803 -3.93876 9.73665
C: 0.92819 -5.44751 10.05115
C: 0.91543 -6.60807 8.88085
C: 0.27711 -6.19622 7.41939
C: -0.35453 -4.68887 7.11120
H: 0.69305 0.97080 3.58763
H: 1.55186 -2.17432 6.11627
H: -1.73565 -0.73946 6.78272
H: -1.71653 -2.48664 6.07703
H: 0.32410 -3.12662 10.59888
H: 1.38057 -5.70289 11.10950
H: 1.36526 -7.67578 9.09037
H: 0.28589 -7.03577 6.57081
H: -0.81580 -4.48866 6.05482
O: 4.36626 -2.78139 -1.02070
P: 3.45471 -1.88157 -1.89071
N: 4.78211 -0.97965 -2.46276
C: 4.89217 0.45536 -2.65544
C: 5.50132 -1.65074 -3.54912
N: 2.74035 -1.17844 -0.49102
C: 3.45903 -0.18674 0.30777
C: 2.19667 -2.18122 0.44571
N: 2.40680 -0.84715 -2.89085
C: 1.63855 0.30808 -2.43253
C: 1.51193 -1.71103 -3.67306
H: 4.34902 0.80407 -3.53908
H: 5.94194 0.74872 -2.78238
H: 4.55482 1.02658 -1.79537
H: 4.96552 -1.54195 -4.49834
H: 5.61002 -2.72072 -3.34586
H: 6.51588 -1.25497 -3.66816
H: 4.49577 -0.47827 0.49898
H: 2.96945 -0.01086 1.27387
H: 3.44110 0.78893 -0.17534
H: 2.97288 -2.64032 1.07082
H: 1.70133 -2.98857 -0.10346
H: 1.44253 -1.73235 1.09838
H: 0.85573 0.03768 -1.71348
H: 1.14457 0.79656 -3.28167
H: 2.27471 1.08000 -1.99743
H: 0.74956 -2.17006 -3.03457
H: 2.08495 -2.51386 -4.14931
H: 1.01847 -1.15636 -4.47850
O: -0.93802 3.67135 -3.23780
P: -2.37431 3.27844 -3.66233
N: -2.90783 4.89473 -3.58697
C: -4.15385 5.41801 -3.05585
C: -2.54885 5.66943 -4.77810
N: -2.62739 2.43619 -2.18234
C: -2.87477 3.15726 -0.93458
C: -1.58372 1.43014 -1.90449
N: -4.02544 2.82677 -4.15036
C: -5.07036 2.29275 -3.27984
C: -3.93972 1.97044 -5.34127
H: -5.00522 5.22906 -3.71682
H: -4.08738 6.50410 -2.91377
H: -4.39071 5.03111 -2.06892
H: -3.22385 5.44205 -5.61033
H: -1.52841 5.44162 -5.10181
H: -2.57725 6.74720 -4.58386
H: -2.18910 3.99826 -0.79680
H: -2.78867 2.49909 -0.06087
H: -3.90156 3.51696 -0.89017
H: -0.66671 1.87386 -1.49674
H: -1.30876 0.90074 -2.82258
H: -1.94988 0.67661 -1.20141
H: -4.81540 1.30936 -2.86646
H: -6.00742 2.17691 -3.83856
H: -5.31426 2.97337 -2.46305
H: -3.55310 0.97793 -5.08625
H: -3.26592 2.41844 -6.07950
H: -4.91384 1.86101 -5.83017

Here are the Mulliken charges for atoms 1 to 6, given in e: number 1, O, carries -0.43; number 2, P, carries 0.61; number 3, Br, carries -0.10; number 4, S, carries -0.02; number 5, C, carries -0.42; number 6, O, carries -0.32